Record 1
Here is a 2-piece molecular cluster, C5H12N2O2 overall from OMol25. Energies are from ωB97M-V/def2-TZVPD.

The energy above the lowest of the compared OMol25 structures with the same formula, charge and spin comes out at 3.8963 eV. The total energy comes out at -12452.08624 eV.

```
! wB97M-V def2-TZVPD RIJCOSX def2/J DEFGRID3
* xyz 0 1
H -0.4438 -1.4673 1.3984
H 2.1736 1.2032 0.8209
C 0.7834 2.7583 0.5763
O -1.7448 -1.4477 -2.1260
N 0.5793 -0.4996 2.1893
C 1.1709 1.5665 1.0206
H 0.6671 -2.0649 -0.9762
H -1.7658 -2.2952 -1.6589
C 0.5818 -1.1150 -1.4980
C 0.2881 0.6683 1.7454
H 1.2495 -0.3920 -1.0368
H -0.6824 1.0642 2.0241
N -1.2532 -0.4341 -0.0326
C -0.8565 -0.6122 -1.4231
O -1.1933 -1.6564 0.6713
H -2.2231 -0.1193 0.0045
H -0.2152 3.1248 0.7556
H -0.9409 0.3740 -1.8904
H 0.8591 -1.2545 -2.5393
H 1.4375 3.3985 0.0068
H 1.5286 -0.7998 1.9682
*
```

Löwdin atomic charge list, values in e, 8 entries: 0.06 0.10 0.04 -0.02 0.06 -0.17 0.08 0.09

Record 2
Here is a 2-piece molecular cluster, C5H12N2O2 overall from OMol25. Energies are from ωB97M-V/def2-TZVPD.

The energy above the lowest of the compared OMol25 structures with the same formula, charge and spin comes out at 3.4957 eV. The total energy comes out at -12452.48677 eV.

```
! wB97M-V def2-TZVPD RIJCOSX def2/J DEFGRID3
* xyz 0 1
O 0.6539 1.4662 1.3109
H 2.1519 -2.4106 0.5380
H -2.8159 -0.2679 -1.0963
H 0.6883 -0.8506 -2.3225
H 1.9459 -0.9724 1.5594
H 3.1513 -0.9611 0.2647
C 0.0864 1.2256 0.1036
H -3.2198 1.3222 -0.4163
H -0.9804 -0.1447 2.3059
C 2.1559 -1.3186 0.5455
H 1.1643 2.2851 1.1758
C -2.3969 0.6879 -0.7622
H -1.9735 1.1784 -1.6438
H 0.1138 -1.1267 -0.1636
N 1.5059 -1.0097 -1.7285
C -1.3740 0.4770 0.3146
C -1.7096 -0.0386 1.5077
H 2.1556 -0.2627 -1.9909
H -2.6934 -0.4632 1.6903
N 1.1289 -0.8009 -0.3590
O 0.2615 1.9853 -0.8333
*
```

Löwdin atomic charge list, values in e, 8 entries: 0.05 0.07 0.08 0.08 0.07 0.08 -0.51 0.09

Record 3
Here is C5H12N2O2 as an isolated structure from OMol25. Energies are from ωB97M-V/def2-TZVPD.

The energy above the lowest of the compared OMol25 structures with the same formula, charge and spin comes out at 3.0002 eV. The total energy comes out at -12452.98229 eV.

```
! wB97M-V def2-TZVPD RIJCOSX def2/J DEFGRID3
* xyz 0 1
C 0.8521 1.3751 0.3677
H 0.3413 -1.9058 -1.8862
H 1.2349 -0.3872 -1.8450
O -0.7039 1.4574 -0.7452
H 0.9052 0.0108 2.6541
H -0.0182 -1.4382 2.2113
H -0.8154 0.1577 2.3199
C -1.5097 -1.4519 -0.0224
C 0.2521 -0.8259 -1.7200
C -0.2836 -0.6486 -0.3313
H -1.3408 1.9290 -0.1936
N 1.8569 1.5560 -0.6107
C 0.0982 -0.3697 2.0349
H -2.1006 -1.0021 0.7727
H 2.3262 2.4274 -0.3936
H -2.1212 -1.5481 -0.9178
H -0.4434 -0.4233 -2.4527
N 0.4615 -0.1461 0.6368
H -1.2210 -2.4591 0.2957
H 1.4533 1.6262 -1.5349
O 0.7761 2.0665 1.3605
*
```

Löwdin atomic charge list, values in e, 8 entries: -0.57 0.10 0.07 -0.20 0.09 0.09 0.10 -0.01

Record 4
Here is C5H12N2O2 as an isolated structure from OMol25. Energies are from ωB97M-V/def2-TZVPD.

The energy above the lowest of the compared OMol25 structures with the same formula, charge and spin comes out at 6.8907 eV. The total energy comes out at -12449.09184 eV.

```
! wB97M-V def2-TZVPD RIJCOSX def2/J DEFGRID3
* xyz 0 1
O -1.6754 0.1835 1.4478
H -0.6776 1.6910 -1.4359
O 1.7098 -0.6989 -1.1133
H -2.8153 -1.6511 0.6162
H -4.0521 -1.3547 -0.5481
C -0.9160 1.7489 -0.2094
N -2.6086 0.0529 -0.7310
H -2.3494 -1.9160 -1.0185
H 3.9703 0.0184 -1.4115
N 3.4172 0.5516 -0.4753
H -1.8170 -0.2772 -1.8075
C 2.3801 -0.2235 -0.1591
H 1.0748 -1.1480 1.3493
H -1.3614 2.6758 0.2301
H 4.3885 0.0801 0.3064
C 2.0994 -0.6327 1.3712
H 2.3109 0.0605 2.1414
H 2.8662 -1.5936 1.3954
C -3.0096 -1.2335 -0.3415
H 0.1693 1.4783 0.5016
C -1.8277 0.6454 0.2470
*
```

Löwdin atomic charge list, values in e, 8 entries: -0.04 0.13 -0.03 0.06 0.07 -0.05 -0.04 0.11

Record 5
Here is a single C5H12N2O3 molecule from OMol25. Energies are from ωB97M-V/def2-TZVPD.

The energy above the lowest of the compared OMol25 structures with the same formula, charge and spin comes out at 3.4784 eV. The total energy comes out at -14500.02729 eV.

```
! wB97M-V def2-TZVPD RIJCOSX def2/J DEFGRID3
* xyz 0 1
C -0.5235 0.7942 -0.4045
H -2.7404 0.1026 1.1252
H 0.8649 -2.2633 -0.2217
H 2.7383 -0.5755 0.0634
O -0.3760 0.6064 2.0253
H -1.5370 -0.9371 -1.5788
O -0.6030 -1.0608 -1.9357
C 0.7409 -1.3766 0.4092
C 0.1737 -0.3841 -1.0909
H 1.9784 -0.0157 1.5438
H 0.1953 -1.8418 1.2311
C 2.0941 -0.8804 0.8923
H 1.1917 1.8868 -0.6903
H -1.6231 1.4852 -1.9880
O -2.0263 -0.5266 0.8985
H 1.1698 -0.2216 -1.4989
H 0.4233 2.1722 0.7160
N -1.7933 1.0051 -1.1117
C -0.8259 0.1462 0.9820
H 2.6170 -1.6632 1.4434
N 0.2744 1.9831 -0.2729
H -2.4135 1.5647 -0.5367
*
```

Löwdin atomic charge list, values in e, 8 entries: -0.49 0.13 0.10 0.07 0.09 0.13 0.01 -0.15

Record 6
Here is a single C5H12N2S molecule from OMol25. Energies are from ωB97M-V/def2-TZVPD.

The energy above the lowest of the compared OMol25 structures with the same formula, charge and spin comes out at 0.8625 eV. The total energy comes out at -19193.85337 eV.

```
! wB97M-V def2-TZVPD RIJCOSX def2/J DEFGRID3
* xyz 0 1
H -0.3374 0.0232 2.3122
H 0.0550 -2.2035 -0.2651
H -1.4699 -1.1778 1.7434
H 1.4611 -1.9384 0.7478
S -3.2981 -0.1654 -0.5705
C 1.2021 -0.4050 -0.7667
H 1.7957 2.1642 -0.2644
C -1.1937 -0.1400 1.6938
H 2.2620 -0.1177 -0.8089
H 1.6643 -2.5253 -0.8826
C 1.0726 -1.8478 -0.2605
H -2.0588 0.4451 2.0157
C -1.7021 0.2339 -0.6576
C 0.7307 1.9263 -0.2614
H 0.8050 -0.3446 -1.8223
H 0.2272 2.5812 0.4721
N -0.8248 0.2321 0.3425
H -1.2649 0.5380 -1.6134
H 0.3361 2.1809 -1.2843
N 0.5378 0.5405 0.1303
*
```

Löwdin atomic charge list, values in e, 8 entries: 0.08 0.06 0.07 0.07 0.59 -0.24 0.08 -0.06

Number 1: gap between HOMO and LUMO 9.4 eV. Number 2: gap between HOMO and LUMO 9.0 eV. Number 3: gap between HOMO and LUMO 9.5 eV. Number 4: gap between HOMO and LUMO 9.7 eV. Number 5: gap between HOMO and LUMO 9.5 eV. Number 6: gap between HOMO and LUMO 9.1 eV.